1.
ORCA calculation (ωB97M-V/def2-TZVPD) on C7H14N2O as an isolated structure at a distorted geometry.

gap between HOMO and LUMO: 8.808 eV
total energy: -12510.8068 eV
F_max: 1.145 eV Å⁻¹
charge: 0
highest occupied orbital energy: -0.2935 hartree
M: 142.20 g/mol

Last column: Mulliken charge in e.
Positions of all 24 atoms, in Å:
C  -0.06  -0.03  -0.96  0.927
C  -0.29  -1.34  1.28  -0.381
C  1.60  -0.86  0.82  -0.795
C  0.44  -0.94  -2.08  -1.822
C  0.47  2.29  0.11  -1.161
C  -1.28  -0.75  2.24  -1.128
N  0.35  -0.56  0.35  0.523
C  0.50  1.41  -1.11  0.404
N  -1.52  0.02  -0.99  -0.561
O  0.87  1.82  -2.19  -0.568
H  -0.13  -2.41  1.27  0.439
H  -1.84  0.16  -1.94  0.278
H  -1.89  0.77  -0.42  0.276
H  1.91  -0.42  1.76  0.283
H  2.32  -1.40  0.21  0.270
H  0.22  -0.49  -3.05  0.412
H  -0.05  -1.91  -2.00  0.444
H  1.52  -1.07  -2.01  0.354
H  1.39  2.11  0.68  0.271
H  0.44  3.34  -0.19  0.377
H  -0.35  2.05  0.78  0.288
H  -0.86  0.09  2.79  0.269
H  -2.16  -0.39  1.71  0.250
H  -1.60  -1.50  2.97  0.350



2.
ORCA calculation (ωB97M-V/def2-TZVPD) on a single C7H14N2O4 molecule at a distorted geometry.

gap between HOMO and LUMO: 9.787 eV
total energy: -18655.8342 eV
SMILES string: C[C@H](N)C(=O)N[C@H](C(=O)O)[C@@H](C)O
F_max: 2.259 eV Å⁻¹
charge: 0
highest occupied orbital energy: -0.3450 hartree
M: 190.20 g/mol

Last column: Mulliken charge in e.
Positions of all 27 atoms, in Å:
C  2.44  -0.10  0.22  0.128
C  1.45  -0.97  -0.59  0.167
C  1.98  0.02  1.68  -1.343
C  -1.02  0.03  -0.88  0.110
C  -1.15  1.39  -0.16  0.460
C  -1.71  -1.06  0.00  0.035
C  -1.27  -1.20  1.47  -1.168
H  3.08  1.35  -1.28  0.208
H  2.94  1.89  0.23  0.202
H  3.39  -0.65  0.16  0.399
H  1.07  0.61  1.74  0.299
H  2.69  0.59  2.20  0.447
H  1.96  -0.97  2.08  0.357
H  0.19  -0.66  -2.21  0.305
H  -1.57  0.05  -1.90  0.258
H  -1.60  -1.98  -0.54  0.467
H  -3.18  0.12  -0.03  0.435
H  -1.22  -0.23  1.91  0.216
H  -2.03  -1.83  2.02  0.381
H  -0.36  -1.77  1.61  0.291
H  0.84  1.54  -0.26  0.535
N  2.55  1.27  -0.41  -0.569
N  0.34  -0.35  -1.26  -0.210
O  1.52  -2.18  -0.67  -0.558
O  -2.24  1.86  0.12  -0.658
O  -3.10  -0.86  -0.08  -0.635
O  -0.02  2.04  0.07  -0.559



3.
ORCA calculation (ωB97M-V/def2-TZVPD) on a single C7H14N2O5 molecule at a distorted geometry.

gap between HOMO and LUMO: 10.545 eV
total energy: -20703.4523 eV
SMILES string: C[C@@H](O)[C@H](N)C(=O)N[C@@H](CO)C(=O)O
F_max: 3.648 eV Å⁻¹
charge: 0
highest occupied orbital energy: -0.3662 hartree
M: 206.20 g/mol

Last column: Mulliken charge in e.
Positions of all 28 atoms, in Å:
C  -0.34  1.60  0.65  -0.228
C  0.80  0.61  0.59  0.497
C  -1.35  1.15  -0.39  0.196
C  -2.58  1.97  -0.26  -1.530
C  1.50  -1.61  0.20  -0.002
C  1.29  -1.93  -1.24  0.575
C  1.41  -2.83  1.10  -0.848
H  -0.17  3.56  0.93  0.249
H  1.07  2.97  0.10  0.243
H  -0.91  1.63  1.56  0.598
H  -1.46  0.06  -0.26  0.382
H  -0.23  2.06  -1.76  0.399
H  -3.52  1.49  -0.52  0.377
H  -2.57  2.91  -0.82  0.304
H  -2.78  2.26  0.78  0.348
H  -0.39  -1.12  0.65  0.372
H  2.51  -1.18  0.31  0.492
H  2.05  -3.67  0.74  0.435
H  1.58  -2.57  2.14  0.318
H  -0.02  -4.11  0.75  0.341
H  0.23  -0.44  -1.79  0.375
N  0.04  2.93  0.21  -0.637
N  0.53  -0.69  0.76  -0.266
O  1.91  0.99  0.23  -0.709
O  -0.83  1.27  -1.73  -0.653
O  1.94  -2.81  -1.73  -0.579
O  0.06  -3.15  0.74  -0.591
O  0.24  -1.35  -1.94  -0.458



4.
ORCA calculation (ωB97M-V/def2-TZVPD) on C7H14N2OS as an isolated structure at a distorted geometry.

gap between HOMO and LUMO: 9.393 eV
total energy: -23344.5668 eV
F_max: 3.489 eV Å⁻¹
charge: 0
highest occupied orbital energy: -0.3160 hartree
M: 174.27 g/mol

Last column: Mulliken charge in e.
Positions of all 25 atoms, in Å:
C  1.54  0.70  0.01  -0.302
C  0.20  -0.92  -1.18  -0.897
C  2.69  0.49  -0.65  0.040
C  -1.29  -1.19  -0.83  0.101
C  3.91  0.82  0.17  -1.171
C  -2.30  -1.13  -1.94  -1.278
C  -2.24  0.56  2.66  -0.849
N  0.30  0.25  -0.39  -0.004
N  -1.18  0.05  1.83  -0.429
O  -2.12  1.37  -0.14  -0.690
S  -1.25  0.26  0.30  0.776
H  1.46  1.13  1.07  0.185
H  0.74  -1.73  -0.68  0.338
H  0.35  -0.65  -2.20  0.394
H  2.70  0.14  -1.62  0.470
H  -1.54  -2.03  -0.05  0.452
H  4.56  0.06  0.51  0.298
H  3.58  1.32  1.03  0.334
H  4.65  1.59  -0.16  0.291
H  -2.16  -0.05  -2.40  0.266
H  -3.18  -1.24  -1.40  0.413
H  -2.22  -1.87  -2.77  0.348
H  -2.53  1.57  2.40  0.355
H  -1.68  0.73  3.57  0.317
H  -2.97  -0.23  2.86  0.242



5.
ORCA calculation (ωB97M-V/def2-TZVPD) on a single C7H14N2S molecule at a distorted geometry.

gap between HOMO and LUMO: 8.916 eV
total energy: -21301.9228 eV
SMILES string: CC[C@@H]1CNC(=S)N1CC
F_max: 1.473 eV Å⁻¹
charge: 0
highest occupied orbital energy: -0.2977 hartree
M: 158.27 g/mol

Last column: Mulliken charge in e.
Positions of all 24 atoms, in Å:
S  -1.75  -1.81  -2.56  -0.382
C  -0.78  -0.69  -1.80  0.026
N  -0.17  0.34  -2.50  -0.219
N  -0.56  -0.47  -0.45  0.207
C  0.36  -2.37  0.82  -1.031
C  0.13  1.57  2.08  -1.137
C  -0.87  -1.48  0.56  -0.770
C  0.83  1.02  -1.70  -0.741
C  -0.14  1.77  0.56  -0.710
C  0.42  0.61  -0.26  0.289
H  -0.13  0.27  -3.53  0.263
H  1.19  -1.80  1.24  0.306
H  0.70  -2.83  -0.13  0.252
H  0.01  -3.15  1.47  0.429
H  -0.28  0.65  2.45  0.277
H  -0.37  2.37  2.64  0.365
H  1.21  1.54  2.29  0.311
H  -1.19  -1.03  1.50  0.259
H  -1.75  -2.05  0.22  0.438
H  0.83  2.10  -1.87  0.352
H  1.83  0.63  -1.89  0.284
H  -1.21  1.91  0.37  0.325
H  0.40  2.69  0.28  0.331
H  1.31  0.22  0.20  0.275



6.
ORCA calculation (ωB97M-V/def2-TZVPD) on a 2-piece molecular cluster, C7H14N2S overall at a distorted geometry.

gap between HOMO and LUMO: 8.328 eV
total energy: -21297.0399 eV
SMILES string: CC1(C=S)CC1.[H]/N=N/CC
F_max: 4.464 eV Å⁻¹
charge: 0
highest occupied orbital energy: -0.3076 hartree
M: 158.27 g/mol

Last column: Mulliken charge in e.
Positions of all 24 atoms, in Å:
C  -1.02  -0.01  -1.64  -0.548
C  -3.23  0.08  -0.47  -0.712
C  -2.53  1.01  0.44  -0.672
C  -1.75  -0.22  -0.40  1.168
C  -1.13  -1.46  0.33  -1.410
C  2.60  1.58  0.85  -1.100
C  2.92  0.04  0.71  -0.214
N  2.10  -1.76  -0.46  -0.766
N  2.45  -0.58  -0.44  0.180
S  -1.19  1.32  -2.55  -0.263
H  -3.84  -0.68  0.02  0.247
H  -3.66  0.39  -1.38  0.315
H  -2.52  2.06  0.13  0.254
H  -2.29  0.89  1.47  0.268
H  -0.05  -1.51  0.18  0.392
H  -1.66  -2.27  -0.12  0.348
H  -1.31  -1.40  1.42  0.339
H  1.69  1.85  1.19  0.356
H  3.35  1.89  1.58  0.337
H  2.73  2.09  -0.08  0.325
H  4.01  -0.20  0.64  0.308
H  2.77  -0.45  1.74  0.335
H  1.66  -2.05  -1.37  0.292
H  -0.11  -0.60  -1.79  0.222



7.
ORCA calculation (ωB97M-V/def2-TZVPD) on a single C7H14N4 molecule at a distorted geometry.

gap between HOMO and LUMO: 10.343 eV
total energy: -13444.1138 eV
SMILES string: CC(C)c1nnn(C(C)C)n1
F_max: 6.791 eV Å⁻¹
charge: 0
highest occupied orbital energy: -0.3458 hartree
M: 154.22 g/mol

Last column: Mulliken charge in e.
Positions of all 25 atoms, in Å:
C  0.97  0.69  -0.11  -0.007
C  3.13  0.08  -1.10  -1.302
C  2.41  -0.65  1.14  -1.496
C  -3.33  0.66  0.64  -1.370
C  -2.17  -1.47  -0.13  -1.351
C  2.34  0.47  0.13  0.782
C  -2.35  -0.06  -0.34  0.478
N  0.53  1.89  -0.59  -0.324
N  -0.06  -0.13  0.06  -0.578
N  -0.67  1.82  -0.68  -0.741
N  -1.09  0.56  -0.27  0.993
H  2.79  0.86  -1.90  0.322
H  2.93  -0.94  -1.37  0.342
H  4.14  0.36  -0.89  0.373
H  2.04  -1.48  0.47  0.267
H  1.92  -0.36  2.03  0.366
H  3.44  -0.90  1.33  0.432
H  -3.18  0.31  1.66  0.327
H  -4.37  0.69  0.31  0.347
H  -3.15  1.72  0.70  0.414
H  -2.18  -1.88  0.92  0.296
H  -1.24  -1.77  -0.66  0.323
H  -2.99  -1.96  -0.56  0.486
H  2.87  1.32  0.59  0.374
H  -2.72  0.18  -1.37  0.246



8.
ORCA calculation (ωB97M-V/def2-TZVPD) on a 2-piece molecular cluster, C7H14N4O overall at a distorted geometry.

gap between HOMO and LUMO (alpha / beta): 8.201 / 8.173 eV
total energy: -15473.6100 eV
F_max: 4.044 eV Å⁻¹
charge: +2
highest occupied orbital energy (alpha / beta): -0.6193 / -0.6190 hartree
M: 170.22 g/mol

Last column: Mulliken charge in e.
Positions of all 26 atoms, in Å:
C  -1.31  1.49  1.58  -0.487
C  -1.20  0.68  0.51  0.082
C  0.38  0.11  1.94  0.612
C  -3.01  1.36  -1.70  -0.202
C  1.53  -0.56  2.58  -1.387
C  0.31  -1.24  -0.14  -0.954
C  1.52  -0.87  -1.03  -0.698
N  -0.13  -0.16  0.72  0.207
N  -0.34  1.10  2.46  -0.020
N  -1.80  1.08  -1.65  0.380
N  1.17  -0.87  -2.48  -0.142
O  -0.81  0.95  -2.31  -0.626
H  -2.01  2.28  1.79  0.417
H  -3.47  1.62  -2.65  0.321
H  -3.64  1.38  -0.82  0.282
H  1.78  -0.05  3.51  0.393
H  1.30  -1.60  2.81  0.378
H  2.41  -0.54  1.93  0.331
H  -0.54  -1.54  -0.76  0.562
H  0.57  -2.09  0.49  0.427
H  1.88  0.13  -0.78  0.421
H  2.33  -1.59  -0.87  0.404
H  -0.19  1.51  3.38  0.234
H  0.38  -0.19  -2.63  0.265
H  0.89  -1.81  -2.80  0.385
H  1.97  -0.58  -3.05  0.416



9.
ORCA calculation (ωB97M-V/def2-TZVPD) on a single C7H14N4S2 molecule at a distorted geometry.

gap between HOMO and LUMO: 9.331 eV
total energy: -35114.1234 eV
SMILES string: CCSCCCSc1nnnn1C
F_max: 4.160 eV Å⁻¹
charge: 0
highest occupied orbital energy: -0.3222 hartree
M: 218.35 g/mol

Last column: Mulliken charge in e.
Positions of all 27 atoms, in Å:
N  -4.94  -0.73  0.47  -0.528
N  -5.06  -0.70  -0.84  -0.324
N  -3.70  -0.51  0.97  -0.126
S  -1.19  0.02  -0.06  -0.173
S  2.85  1.42  0.98  -0.165
C  -2.90  -0.38  -0.11  0.280
N  -3.83  -0.48  -1.27  0.496
C  -3.62  -0.15  -2.72  -0.770
C  3.99  0.01  -1.12  -1.105
C  4.35  0.51  0.26  -0.359
C  -0.84  -0.13  1.71  -0.506
C  1.58  0.11  1.21  -0.421
C  0.42  0.65  2.06  -0.731
H  -4.32  -0.71  -3.38  0.304
H  -2.62  -0.49  -3.18  0.254
H  -3.56  0.91  -2.86  0.334
H  3.33  -0.89  -0.96  0.232
H  3.39  0.73  -1.58  0.349
H  4.87  -0.29  -1.68  0.378
H  5.17  1.24  0.12  0.312
H  4.72  -0.37  0.84  0.285
H  -0.57  -1.18  1.89  0.272
H  -1.77  0.13  2.36  0.413
H  1.21  -0.22  0.23  0.250
H  2.10  -0.74  1.80  0.324
H  0.63  0.48  3.04  0.397
H  0.30  1.76  1.82  0.328



10.
ORCA calculation (ωB97M-V/def2-TZVPD) on an isolated ion of composition C7H14NOS and charge +1 at a distorted geometry.

gap between HOMO and LUMO: 10.122 eV
total energy: -21849.9181 eV
F_max: 6.223 eV Å⁻¹
charge: +1
highest occupied orbital energy: -0.5202 hartree
M: 160.26 g/mol

Last column: Mulliken charge in e.
Positions of all 24 atoms, in Å:
C  1.01  0.78  -1.13  0.068
C  1.81  -0.44  -1.45  -0.645
C  1.62  -1.59  -0.40  -0.745
C  0.21  -1.53  0.10  -1.060
C  -0.25  -0.19  0.69  0.013
C  0.50  0.17  1.96  -1.397
C  -2.45  2.10  -0.66  -0.805
N  0.09  0.87  -0.26  -0.081
O  -0.06  3.50  -1.11  -0.544
S  -0.80  2.54  -0.01  0.569
H  1.28  1.57  -1.78  0.551
H  1.40  -0.80  -2.49  0.310
H  2.81  -0.13  -1.50  0.417
H  1.71  -2.58  -0.88  0.346
H  2.30  -1.54  0.39  0.385
H  -0.51  -1.81  -0.58  0.432
H  0.19  -2.30  0.82  0.463
H  -1.27  -0.07  0.85  0.532
H  0.41  -0.61  2.71  0.419
H  0.25  1.11  2.46  0.381
H  1.55  0.16  1.79  0.384
H  -3.27  2.25  0.09  0.355
H  -2.47  1.06  -1.05  0.281
H  -2.49  2.85  -1.61  0.369